A structure of composition C40H46BeN7O2 at a distorted geometry. Source: OMol25; level of theory: ωB97M-V with the def2-TZVPD basis set.

Element x y z (Å)
Be 0.38220 2.32520 3.36907
C 1.91742 0.21604 -2.73651
C 0.68774 -0.32719 -1.98184
O 0.50897 0.11370 -0.65729
H 2.08578 -0.53860 -3.50480
H 2.85574 0.27046 -2.18451
H 1.76580 1.21821 -3.13748
H 0.56980 -1.41046 -1.95560
H -0.20735 0.02082 -2.49738
N 1.76312 -1.74555 6.20113
C 2.02173 -2.82443 5.44012
C 2.48352 -4.02198 6.03576
C 2.66760 -4.14020 7.40719
C 2.36597 -2.98599 8.20744
C 1.85675 -1.90402 7.53394
H 1.78554 -2.83085 4.38628
H 2.50919 -4.93501 5.45948
H 2.78312 -5.08753 7.91279
H 2.46521 -3.12116 9.27434
H 1.59458 -1.02513 8.10423
N 5.64616 -5.56971 0.99549
C 6.69787 -5.93475 1.76439
C 8.03861 -5.50767 1.50411
C 8.19081 -4.66161 0.44528
C 7.14345 -4.27064 -0.37707
C 5.88477 -4.81475 -0.12339
H 6.45187 -6.63481 2.54914
H 8.80412 -5.84546 2.18696
H 9.14981 -4.17278 0.35715
H 7.35052 -3.64513 -1.23278
H 5.03581 -4.53096 -0.72765
N -3.58888 4.76407 2.18964
C -4.33504 5.45857 3.09369
C -5.39134 6.31954 2.69659
C -5.84361 6.31982 1.40472
C -5.14353 5.51005 0.45928
C -4.08416 4.73080 0.86506
H -4.18889 5.27380 4.14769
H -5.92361 6.89268 3.44129
H -6.55919 7.05260 1.06211
H -5.39421 5.57557 -0.58918
H -3.58452 4.08482 0.15835
N -3.44891 -0.19931 5.50259
C -4.17782 0.12275 6.59054
C -5.17999 -0.72892 7.16428
C -5.33664 -2.01959 6.66770
C -4.57615 -2.41579 5.54302
C -3.67920 -1.46740 4.99939
H -3.93802 1.09047 7.00577
H -5.82391 -0.41267 7.97159
H -6.05272 -2.70634 7.09433
H -4.48986 -3.43410 5.19373
H -3.11123 -1.66272 4.10181
N 1.97159 6.53582 -7.03983
C 1.54435 7.25907 -5.94102
C 0.64659 6.77568 -5.02360
C 0.05680 5.58470 -5.32515
C 0.32838 4.85445 -6.46460
C 1.37351 5.33959 -7.27791
H 2.12850 8.13608 -5.70430
H 0.50643 7.26708 -4.07214
H -0.64439 5.12203 -4.64641
H -0.09407 3.86130 -6.50423
H 1.73419 4.81301 -8.14914
N 5.18465 2.14490 2.99590
C 5.77128 3.17789 3.76191
C 7.18708 3.25836 4.04102
C 8.02282 2.30755 3.38493
C 7.42523 1.39635 2.54887
C 6.08384 1.25569 2.47153
H 5.04903 3.82860 4.23237
H 7.55340 4.11313 4.59018
H 9.08840 2.33506 3.55868
H 7.98695 0.59350 2.09466
H 5.65189 0.46912 1.87058
N -8.00765 -3.20212 -4.39845
C -7.70134 -4.25536 -3.63776
C -6.57566 -4.34499 -2.92814
C -5.62037 -3.32715 -3.05152
C -5.97654 -2.13124 -3.64365
C -7.17062 -2.15434 -4.39575
H -8.44261 -5.01851 -3.45195
H -6.50586 -5.18557 -2.25362
H -4.65790 -3.43308 -2.57317
H -5.38495 -1.23687 -3.51509
H -7.39217 -1.23487 -4.91718
C -1.15011 -2.23484 -8.02144
C -1.71115 -1.08003 -8.80455
O -0.96511 -0.34566 -9.41944
C -3.20510 -0.89245 -8.84774
H -1.72057 -3.14941 -8.18338
H -0.95653 -1.89391 -7.00438
H -0.17989 -2.40437 -8.48839
H -3.49074 -0.18508 -8.06919
H -3.54219 -1.92480 -8.75441
H -3.60416 -0.62108 -9.82509

Values from the calculation:
2S+1 ... 1
Orbital gap ... 2.1 eV
Net charge ... +1
Electronic energy ... -2099.605141 a.u.
Max |F| ... 0.0827 hartree/bohr

Taken from the Mulliken analysis, the atomic charges in e are: Be 0.6066; C -0.8424; C -0.1255; O -0.1897; H 0.3046; H 0.3102; H 0.2833; H 0.3319; H 0.2812; N -0.5350; C -0.1661; C -0.3302; C -0.2151; C -0.3257; C -0.1828; H 0.3715; H 0.3289; H 0.3602; H 0.3596; H 0.3423; N -0.5348; C -0.1235; C -0.3672; C -0.2010; C -0.3254; C -0.2758; H 0.3796; H 0.3696; H 0.3479; H 0.3654; H 0.3666; N -0.4699; C -0.1572; C -0.3089; C -0.2660; C -0.3019; C -0.2089; H 0.3524; H 0.3314; H 0.3723; H 0.3314; H 0.3392; N -0.5242; C -0.1806; C -0.3744; C -0.1734; C -0.4470; C -0.1191; H 0.3814; H 0.3476; H 0.3725; H 0.3505; H 0.3735; N -0.5360; C -0.1864; C -0.3911; C -0.0599; C -0.4834; C -0.1469; H 0.3601; H 0.3482; H 0.3301; H 0.3748; H 0.3910; N -0.5128; C -0.1672; C -0.4045; C -0.2108; C -0.3858; C -0.1068; H 0.3519; H 0.3605; H 0.3799; H 0.3344; H 0.3704; N -0.5666; C -0.1245; C -0.2675; C -0.2722; C -0.3566; C -0.1252; H 0.3294; H 0.3372; H 0.3582; H 0.3493; H 0.3390; C -0.9728; C 0.6646; O -0.5566; C -0.8971; H 0.3704; H 0.2196; H 0.3231; H 0.2440; H 0.2860; H 0.3185

A structure of composition C40H46CaGeN2OS3Te2 at a distorted geometry. Source: OMol25; level of theory: ωB97M-V with the def2-TZVPD basis set.

Element x y z (Å)
Ca 0.93453 0.93258 -1.17797
C -2.15198 0.89287 -4.31667
C -0.90009 1.32860 -3.75366
N -0.15922 0.41231 -3.08549
N -0.19679 -0.86138 -3.66228
C 0.91788 -1.52860 -3.44546
S 2.31924 -1.01208 -2.53944
S 1.17594 -3.23481 -3.96163
C 0.11300 -3.46318 -5.39519
C -0.89990 -4.56716 -5.40196
C -2.22557 -4.32661 -5.76234
C -3.12672 -5.42570 -5.73916
C -2.78292 -6.75570 -5.41832
C -1.41325 -6.95759 -5.04337
C -0.50906 -5.89631 -5.06709
C -0.57090 2.71491 -3.74959
C -0.80907 3.35020 -4.99363
C -0.88928 4.74473 -5.03603
C -0.54693 5.54933 -3.90245
C -0.16098 4.91643 -2.67430
C -0.16224 3.49944 -2.58290
O 0.33400 2.93109 -1.51528
H -2.11172 -0.15665 -4.58356
H -2.49289 1.46486 -5.20964
H -2.93043 1.07789 -3.53843
H 0.85243 -3.53778 -6.25466
H -0.46130 -2.49255 -5.58833
H -2.59992 -3.28108 -5.91447
H -4.16481 -5.14390 -5.89268
H -3.62528 -7.43980 -5.29681
H -1.15478 -7.97332 -4.71489
H 0.57418 -6.08019 -4.73379
H -0.89171 2.71703 -5.89593
H -1.08712 5.30826 -5.95919
H -0.43297 6.59673 -3.95769
H 0.18238 5.45898 -1.81301
Te 1.83880 -3.04495 0.26101
C 3.40721 -3.93187 1.36592
C 4.23457 -3.06764 2.10675
C 5.32322 -3.54596 2.82153
C 5.48608 -4.95493 2.94371
C 4.57486 -5.84559 2.35430
C 3.61513 -5.31260 1.51274
C 0.63237 -4.77128 0.48672
C 0.03387 -5.26539 -0.65543
C -0.61826 -6.54208 -0.60244
C -0.76819 -7.18099 0.61613
C -0.32937 -6.55737 1.78964
C 0.45728 -5.41804 1.75902
H 4.04743 -1.99287 1.96270
H 6.00753 -2.83360 3.28380
H 6.28100 -5.37133 3.55433
H 4.60160 -6.89829 2.57919
H 2.98853 -6.00231 0.98991
H 0.18405 -4.72536 -1.57001
H -0.94022 -6.99159 -1.54957
H -1.24906 -8.17213 0.72387
H -0.50437 -7.03529 2.75810
H 0.91286 -4.95979 2.68386
C -5.32231 4.96855 4.34254
C -4.26115 4.06316 3.78543
C -2.76472 4.32782 4.19635
C -1.84487 3.16470 3.98657
Ge -0.79705 3.09747 2.35905
C 0.77508 4.38938 2.65707
C 1.03912 5.40938 1.60936
C 1.73870 6.75923 1.96296
C 0.67842 7.74171 2.41855
H -5.82269 4.54277 5.19910
H -6.06909 5.33989 3.58804
H -4.86755 5.83874 4.84114
H -4.33980 4.01748 2.60963
H -4.48639 3.04253 4.14589
H -2.65404 4.75171 5.23712
H -2.51286 5.22864 3.62593
H -2.40280 2.19662 4.02357
H -1.02007 2.98976 4.73572
H -1.67711 3.65455 1.22237
H 1.70774 3.83007 2.84471
H 0.52435 4.84733 3.65385
H 0.11075 5.65689 1.09518
H 1.62529 4.84662 0.82844
H 2.27072 7.11914 1.09725
H 2.49450 6.57847 2.77191
H -0.09078 7.76472 1.63724
H 1.08296 8.74790 2.62375
H 0.15320 7.42697 3.33918
Te -0.26976 0.57499 1.98066
C 1.29556 0.54763 3.37928
C 1.29980 -0.05123 4.61254
C 2.55814 0.12960 5.24909
C 3.33786 1.04920 4.63196
S 2.74371 1.52981 3.14493
H 0.37251 -0.48870 4.95966
H 2.93948 -0.43791 6.10562
H 4.29245 1.46378 4.89988

Values from the calculation:
2S+1 ... 1
Orbital gap ... 6.9 eV
Electronic energy ... -6221.599678 a.u.
Max |F| ... 0.0868 hartree/bohr

Taken from the Mulliken analysis, the atomic charges in e are: Ca 1.2437; C -0.9098; C 0.4341; N -0.2632; N -0.6600; C 0.3202; S -0.4852; S -0.1010; C -0.6889; C 0.9272; C -0.5447; C -0.2571; C -0.7203; C -0.3904; C -0.3407; C -0.0328; C -0.5414; C -0.7927; C -0.4940; C -0.6250; C 0.9587; O -0.9194; H 0.2297; H 0.4328; H 0.2171; H 0.3462; H 0.1932; H 0.2037; H 0.3263; H 0.3415; H 0.3944; H 0.2469; H 0.5111; H 0.2937; H 0.4348; H 0.4006; Te 0.5217; C -0.0631; C -0.2322; C -0.7083; C -0.3088; C -0.7348; C -0.0176; C 0.1285; C -0.3693; C -0.3072; C -0.5850; C -0.3794; C -0.4595; H 0.1979; H 0.3745; H 0.3410; H 0.3922; H 0.5603; H 0.2460; H 0.4267; H 0.3311; H 0.3454; H 0.3575; C -1.1735; C -0.2005; C -0.6087; C -0.9485; Ge 0.5684; C -0.4796; C -0.5434; C -0.4807; C -1.0979; H 0.3151; H 0.2861; H 0.3274; H 0.1850; H 0.2894; H 0.3522; H 0.3129; H 0.4387; H 0.4326; H -0.0997; H 0.1747; H 0.3996; H 0.3473; H 0.1509; H 0.3489; H 0.2665; H 0.2939; H 0.3561; H 0.2447; Te -0.1763; C 0.3484; C -0.6273; C -0.4697; C -0.4254; S -0.0717; H 0.4540; H 0.3570; H 0.4063

A structure of composition C40H47AuGe2NP2. Source: OMol25; level of theory: ωB97M-V with the def2-TZVPD basis set.

Element x y z (Å)
Au -0.36587 0.13044 -0.25129
C -1.71285 4.91083 0.12272
C -0.86793 3.72858 -0.36912
Ge -1.88752 2.07246 -0.29947
C -2.93960 1.73270 -1.90630
C -4.12318 2.70061 -2.02755
C -2.97445 2.07899 1.29619
C -2.75498 1.25264 2.31856
Ge -1.33285 -0.07119 2.05644
C 0.34057 0.09347 3.05999
C 0.30559 -0.26335 4.55006
C -1.97284 -1.91265 1.88741
C -2.69814 -2.52561 3.09085
C -3.54169 1.25492 3.58463
C -4.65638 2.07917 3.76192
C -5.37358 2.06163 4.94458
C -4.99709 1.21732 5.98344
C -3.89099 0.39916 5.82905
C -3.17695 0.42373 4.63901
H -1.15798 5.84375 0.01185
H -1.96949 4.80305 1.17718
H -2.64379 5.01776 -0.43653
H 0.02560 3.61747 0.24659
H -0.52842 3.88213 -1.39421
H -3.28648 0.69857 -1.86886
H -2.27806 1.81606 -2.77165
H -4.81161 2.59695 -1.18747
H -4.68691 2.50532 -2.94066
H -3.79506 3.74038 -2.06587
H -3.75914 2.83245 1.35788
H 0.70584 1.11181 2.91202
H 1.03075 -0.57217 2.53323
H -0.31648 0.42658 5.11855
H 1.31065 -0.21937 4.97229
H -0.06920 -1.27527 4.71577
H -1.09230 -2.50869 1.63277
H -2.62721 -1.92809 1.01264
H -2.06935 -2.55097 3.98184
H -2.97982 -3.55513 2.86305
H -3.60880 -1.98136 3.33678
H -4.97478 2.74184 2.96821
H -6.23048 2.71238 5.05957
H -5.56433 1.19999 6.90441
H -3.58030 -0.25649 6.63213
H -2.31426 -0.22318 4.54238
N 2.02367 -0.65488 -2.23748
P 2.45487 -0.07337 -0.65185
C 4.23967 -0.41995 -0.65784
C 4.79980 -1.12124 0.40340
C 6.16426 -1.38588 0.42100
C 6.96414 -0.95263 -0.62392
C 6.40656 -0.25182 -1.68944
C 5.04877 0.01864 -1.70760
C 2.45648 1.73550 -0.92814
C 2.17284 2.32782 -2.15349
C 2.29848 3.70501 -2.30520
C 2.69909 4.49136 -1.23651
C 2.95445 3.90642 0.00002
C 2.82736 2.53596 0.15470
P 0.46862 -1.35491 -2.28084
C 0.34594 -2.01907 -3.96624
C 1.36898 -1.88215 -4.89736
C 1.27831 -2.52502 -6.12645
C 0.16438 -3.28861 -6.43490
C -0.88207 -3.38603 -5.52532
C -0.79455 -2.75009 -4.29938
C 0.60170 -2.89257 -1.28747
C 1.82081 -3.43734 -0.89151
C 1.85657 -4.62757 -0.17951
C 0.67692 -5.29578 0.12478
C -0.54183 -4.75570 -0.25866
C -0.57786 -3.55088 -0.94595
H 2.75020 -1.20491 -2.68637
H 4.17029 -1.46229 1.21749
H 6.59837 -1.92930 1.24971
H 8.02687 -1.15525 -0.61013
H 7.03452 0.09238 -2.50059
H 4.61993 0.58303 -2.52856
H 1.87351 1.70992 -2.99109
H 2.09607 4.16021 -3.26646
H 2.81078 5.56035 -1.36248
H 3.26179 4.51945 0.83734
H 3.03940 2.07929 1.11684
H 2.23442 -1.26459 -4.69703
H 2.08485 -2.42463 -6.84048
H 0.10514 -3.79982 -7.38639
H -1.76498 -3.96040 -5.77180
H -1.61738 -2.82884 -3.59901
H 2.75553 -2.94941 -1.14376
H 2.80912 -5.04022 0.12666
H 0.70957 -6.23494 0.66107
H -1.46492 -5.26680 -0.01771
H -1.53734 -3.11807 -1.21108

Values from the calculation:
2S+1 ... 1
Orbital gap ... 7.7 eV
Net charge ... +1
Electronic energy ... -6579.237142 a.u.
Max |F| ... 0.0181 hartree/bohr

Taken from the Mulliken analysis, the atomic charges in e are: Au 1.1212; C -1.4358; C 0.0479; Ge -0.4448; C -0.3598; C -1.2239; C -0.8051; C 0.9346; Ge -0.2817; C 0.0314; C -1.2244; C 0.1112; C -1.2951; C 0.2663; C -0.5853; C -0.7483; C -0.4907; C -1.2853; C 0.2602; H 0.4108; H 0.3613; H 0.2708; H 0.0900; H 0.3183; H 0.3743; H 0.3488; H 0.3035; H 0.3915; H 0.2929; H 0.4607; H 0.2751; H 0.1156; H 0.3548; H 0.4013; H 0.2876; H 0.0711; H 0.3903; H 0.2408; H 0.4222; H 0.3523; H 0.3677; H 0.4090; H 0.4020; H 0.4079; H 0.4623; N -0.1733; P 0.1671; C 0.1796; C -0.3462; C -0.6564; C -0.4803; C -0.7166; C -0.4671; C 0.7538; C -0.0464; C -0.7655; C -0.4778; C -0.6576; C -0.8186; P -0.0099; C 0.8581; C -0.4204; C -0.7237; C -0.5056; C -0.7432; C -0.4381; C 1.3904; C -0.4892; C -0.8166; C -0.6228; C -0.7672; C -0.6683; H 0.3869; H 0.3764; H 0.4221; H 0.3978; H 0.4157; H 0.3896; H 0.3686; H 0.4375; H 0.4157; H 0.4285; H 0.3462; H 0.4385; H 0.4062; H 0.3900; H 0.4122; H 0.3002; H 0.3160; H 0.4625; H 0.4148; H 0.4511; H 0.3104